# C16H28N5O4Tl

A structure of composition C16H28N5O4Tl (wB97M-V/def2-TZVPD, the OMol25 dataset).

Element x y z (Å)
Tl 1.22602 -0.57109 -1.89643
C -1.06802 2.65749 2.98024
C 0.39502 2.24722 3.01712
N 1.32702 3.38359 3.01077
C 1.95734 3.75584 4.27522
C 1.04715 4.56437 5.18721
C 1.48775 4.23356 1.97067
O 2.06704 5.30739 2.06720
C 0.98054 3.81610 0.61692
C 0.22580 4.70973 -0.12722
C -0.18506 4.34586 -1.39704
C 0.20130 3.10744 -1.88634
N 0.95214 2.25342 -1.19517
C 1.32788 2.60836 0.03151
H -1.69604 1.76776 3.03543
H -1.30872 3.17687 2.05033
H -1.32439 3.31499 3.81123
H 0.60313 1.55583 2.20649
H 0.60706 1.68992 3.92969
H 2.85064 4.32986 4.03914
H 2.26930 2.83099 4.76397
H 0.72725 5.47822 4.68670
H 1.57636 4.84154 6.10002
H 0.16205 3.99648 5.47665
H -0.02366 5.67637 0.29087
H -0.78880 5.00676 -2.00323
H -0.09621 2.79076 -2.88029
H 1.93881 1.89323 0.56746
O 0.38131 -0.22271 0.47072
N 1.10447 -1.08672 1.05425
O 1.13362 -1.15837 2.26327
O 1.82160 -1.82421 0.32675
C -0.99417 -5.71002 -3.93135
C -1.57170 -5.34073 -2.56958
N -1.15285 -4.03698 -2.07026
C -0.00534 -3.99984 -1.17116
C 1.33784 -4.19928 -1.85877
C -1.73496 -2.88328 -2.48610
C -3.02793 -3.00889 -3.25572
N -1.21877 -1.73319 -2.19869
H -1.36807 -6.68379 -4.25076
H 0.09303 -5.75612 -3.90070
H -1.27321 -4.97977 -4.69183
H -1.25531 -6.07380 -1.82543
H -2.66018 -5.39277 -2.59714
H -0.15753 -4.78084 -0.42161
H -0.02356 -3.05068 -0.64510
H 1.46709 -5.22351 -2.21160
H 2.14306 -3.97850 -1.15933
H 1.43861 -3.53506 -2.72067
H -3.78877 -3.51004 -2.65682
H -2.89915 -3.58101 -4.17349
H -3.38950 -2.01854 -3.52021
H -1.83831 -1.00023 -2.52782

The LUMO energy is 0.31 eV. The molar mass is 558.814 g/mol. Its largest force on an atom is 0.4 eV/A. As for the energy relative to the best compared isomer or geometry (same formula, charge and spin): 0.013 eV.

Atom charges from the Löwdin analysis, given in e for atoms 1 to 5: 0.9045, -0.0549, -0.1889, -0.0504, -0.2022